Record 1
91
Properties=species:S:1:pos:R:3:mulliken_charge:R:1 method="wB97M-V/def2-TZVPD" total_charge=+3 lumo_energy_ev=-9.39 gap_ev=6.48
N 2.73730 -2.15301 1.81190 -0.08
H 3.51350 -2.49261 1.26209 0.24
H 2.28559 -2.88499 2.34130 0.43
H 1.98042 -1.67986 1.33928 -0.21
H 3.11980 -1.43162 2.40637 0.43
N 3.35322 1.49510 0.56566 -0.08
H 2.53175 0.90773 0.54900 -0.18
H 3.81548 1.35589 -0.32150 0.42
H 3.84748 1.13477 1.36938 0.42
H 2.95837 2.41133 0.72284 0.43
N -1.03151 3.00079 3.20585 -0.09
H -0.19726 2.72550 3.70418 0.33
H -1.09576 3.94701 2.85853 0.34
H -1.73918 2.78798 3.89434 0.44
H -1.25308 2.31082 2.50232 -0.05
N 0.32371 0.05411 3.01176 -0.13
H 0.82775 0.84350 3.38979 0.30
H -0.64386 0.30432 2.86583 0.15
H 0.44746 -0.68735 3.68631 0.42
H 0.58745 -0.21158 2.07371 0.05
N -3.32546 -1.14593 2.13996 -0.09
H -4.25380 -1.19342 1.74496 0.36
H -3.32659 -0.87695 3.11349 0.45
H -2.78753 -0.38843 1.74384 -0.12
H -2.96403 -2.07944 2.00572 0.35
O 1.16263 -0.28124 0.38853 -0.16
C -0.05895 -0.13199 -0.25962 -1.05
C -1.14530 0.98864 0.13805 -0.19
O -1.79947 1.04563 1.41161 -1.22
H -0.57656 -1.08769 -0.17712 0.26
H 0.02462 -0.19768 -1.34442 0.41
H -1.88874 1.01695 -0.65857 0.38
H -0.67454 1.95296 -0.05321 0.21
C 2.88529 7.30803 3.31785 -1.28
C 2.40801 5.95680 2.66889 -0.05
O 1.46898 6.15804 1.67333 -0.20
C 1.19651 5.17577 0.69288 0.25
O 1.68382 4.01467 0.80396 -0.63
C 0.03766 5.54838 -0.30293 0.83
F 0.38396 5.31444 -1.53812 -0.20
F -1.05325 4.86444 0.04750 -0.19
F -0.24211 6.82201 -0.04276 -0.22
H 2.07598 7.98678 3.58695 0.35
H 3.55427 7.83894 2.64057 0.33
H 3.38828 7.18203 4.27661 0.40
H 1.96265 5.33465 3.44521 0.16
H 3.24122 5.30653 2.40242 0.31
C -0.08412 -4.01883 -0.94810 -0.51
C 0.26845 -5.08981 -1.90799 -0.44
O -0.98249 -5.59519 -2.43882 -0.23
C -1.03349 -6.59613 -3.34412 0.21
O -0.02913 -7.19800 -3.82035 -0.53
C -2.52172 -6.99842 -3.70699 0.92
F -2.94616 -7.79144 -2.79731 -0.21
F -3.19099 -5.86730 -3.78183 -0.23
F -2.53148 -7.63257 -4.92538 -0.23
H -0.77409 -4.41559 -0.20337 0.51
H -0.56516 -3.19415 -1.47402 0.06
H 0.72262 -3.41653 -0.53035 0.02
H 0.59787 -5.97333 -1.36121 0.42
H 0.85482 -4.80039 -2.78006 0.30
C 1.94526 -1.93879 -3.29627 -1.19
C 2.74572 -2.17043 -2.00079 1.26
O 4.11823 -2.27408 -2.18932 -0.37
C 4.93018 -2.93516 -1.25037 0.36
O 4.53376 -3.20473 -0.09230 -0.73
C 6.44336 -3.08507 -1.59383 0.83
F 7.14479 -3.54995 -0.60156 -0.22
F 6.60512 -3.96110 -2.55039 -0.22
F 6.96587 -1.89750 -1.93841 -0.24
H 1.74252 -0.87239 -3.39514 0.35
H 1.00375 -2.48426 -3.23202 0.18
H 2.40875 -2.24458 -4.23423 0.37
H 2.36217 -3.09688 -1.57338 0.02
H 2.52776 -1.32581 -1.34717 -0.57
Cl -5.42732 -1.51628 -3.97986 -0.14
C -4.05856 -0.43781 -3.52588 -0.37
C -3.22468 -1.22039 -2.48735 -0.02
Cl -4.12176 -1.38600 -0.93701 -0.22
H -4.36409 0.51664 -3.09718 0.30
H -3.46445 -0.29435 -4.42841 0.34
H -2.24065 -0.81484 -2.25217 -0.28
H -3.03319 -2.24071 -2.81958 0.39
Cl -5.12864 2.26296 3.05042 -0.19
C -4.59198 2.79499 1.41721 0.31
C -5.60875 3.80969 0.88587 -0.55
Cl -5.31383 5.54618 1.37405 -0.17
H -4.58355 1.97550 0.69855 0.09
H -3.58564 3.20087 1.31401 -0.16
H -6.60648 3.50301 1.19986 0.40
H -5.65506 3.75807 -0.20192 0.33

***

Record 2
24
Properties=species:S:1:pos:R:3:nbo_charge:R:1 method="wB97M-V/def2-TZVPD" lumo_energy_ev=0.71 gap_ev=10.48
C -1.03090 2.19089 0.77471 -0.61
C -1.35216 0.67558 0.80262 -0.39
C -0.28263 -0.23980 0.30531 -0.22
C 0.78074 -0.34951 1.46117 -0.60
C -0.43756 -1.69093 -0.31571 -0.40
C -1.14209 -1.68713 -1.71691 -0.06
O -0.73165 -2.90132 -2.31522 -0.73
H -1.73456 2.73941 1.37974 0.21
H -1.24702 2.69420 -0.13729 0.21
H -0.11880 2.36661 1.21547 0.20
H -1.58554 0.47433 1.97635 0.18
H -2.28484 0.42746 0.54169 0.21
H 0.18653 0.24337 -0.59115 0.19
H 0.38647 -0.66193 2.41749 0.21
H 1.02623 0.73258 1.55928 0.19
H 1.67105 -0.84529 1.26364 0.20
H -0.91904 -2.47104 0.36937 0.21
H 0.66022 -2.00333 -0.46568 0.20
H -2.23451 -1.69929 -1.67181 0.18
H -0.89316 -0.88630 -2.33710 0.16
H 0.11233 -2.83332 -2.75988 0.47
O 3.49652 2.17152 -0.73442 -0.94
H 4.30745 1.90573 -1.11587 0.47
H 3.36692 1.64750 0.09418 0.47

***

Record 3
11
Properties=species:S:1:pos:R:3:nbo_charge:R:1 method="wB97M-V/def2-TZVPD" lumo_energy_ev=0.57 gap_ev=10.45
N -2.39852 1.86344 -1.55378 -0.33
C -2.08410 1.05491 -0.78954 0.28
C -1.45442 0.24571 0.11993 -0.41
C -0.19216 0.82387 0.68424 -0.41
C -0.12253 -0.35844 -0.38980 0.12
O 0.25451 -1.63397 0.07924 -0.69
H -2.19910 -0.33839 0.62864 0.27
H -0.08679 1.78889 0.25541 0.23
H 0.09907 0.59094 1.68565 0.24
H 0.20491 0.04644 -1.41173 0.21
H 0.59187 -2.11385 -0.72806 0.49